[1]
DFT (the ωB97M-V functional and the def2-TZVPD basis) results for 2 unconnected molecules or ions with the total composition C4H7NO.

Summary:
Structure (SMILES): c1cc[nH]c1.O
E_HOMO in eV: -8.51
Frontier orbital gap in Ha: 0.3449
LUMO energy in eV: 0.88

Last column: natural (NBO) charge in e.
Positions of all 13 atoms, in Å:
C (-0.20, -0.75, -0.71)  -0.2985
C (1.08, -0.72, -0.07)  -0.3041
C (1.51, 0.57, -0.10)  -0.0792
N (0.53, 1.34, -0.69)  -0.5181
C (-0.52, 0.53, -1.05)  -0.0874
H (-0.90, -1.57, -0.68)  0.2262
H (1.56, -1.60, 0.29)  0.2276
H (2.48, 1.01, 0.06)  0.2110
H (0.58, 2.34, -0.89)  0.4123
H (-1.35, 0.97, -1.58)  0.2085
O (-1.74, -0.97, 1.97)  -0.9413
H (-1.11, -0.29, 2.17)  0.4736
H (-2.32, -0.65, 1.29)  0.4694

***

[2]
DFT (the ωB97M-V functional and the def2-TZVPD basis) results for a single C4H7NO molecule.

Summary:
Structure (SMILES): C=CN(C)C=O
E_HOMO in eV: -9.25
Frontier orbital gap in Ha: 0.3738
LUMO energy in eV: 0.93

Last column: natural (NBO) charge in e.
Positions of all 13 atoms, in Å:
C (-1.21, 1.52, 0.77)  -0.4219
C (-0.25, 0.59, 0.88)  -0.0057
N (0.12, -0.27, -0.18)  -0.4685
C (1.54, -0.50, -0.42)  -0.4196
C (-0.80, -1.08, -0.79)  0.5335
O (-0.49, -1.93, -1.61)  -0.6037
H (-1.46, 2.13, 1.63)  0.2118
H (-1.70, 1.73, -0.18)  0.2082
H (0.29, 0.40, 1.80)  0.1932
H (2.08, 0.45, -0.32)  0.2058
H (1.69, -0.88, -1.43)  0.2427
H (1.96, -1.24, 0.29)  0.1982
H (-1.84, -0.90, -0.45)  0.1260

***

[3]
DFT (the ωB97M-V functional and the def2-TZVPD basis) results for 2 unconnected molecules or ions with the total composition C4H7NO.

Summary:
E_HOMO in eV: -8.83
Frontier orbital gap in Ha: 0.3484
LUMO energy in eV: 0.65

Last column: natural (NBO) charge in e.
Positions of all 13 atoms, in Å:
C (-1.09, 0.79, 1.64)  -0.2596
O (0.01, 1.56, 1.13)  -0.4641
C (0.16, 1.60, -0.15)  0.0532
C (0.87, -1.17, -1.69)  -0.7358
C (0.24, -1.71, -0.49)  0.3085
N (-0.27, -2.11, 0.47)  -0.3646
H (-1.58, 0.26, 0.82)  0.2114
H (-1.77, 1.49, 2.13)  0.1896
H (-0.69, 0.08, 2.36)  0.2061
H (1.06, 2.26, -0.26)  0.0771
H (0.85, -0.08, -1.61)  0.2750
H (1.90, -1.53, -1.77)  0.2490
H (0.30, -1.46, -2.57)  0.2541

***

[4]
DFT (the ωB97M-V functional and the def2-TZVPD basis) results for a single C4H7NO molecule.

Summary:
Structure (SMILES): O[C@H]1C[C@H]2N[C@@H]12
E_HOMO in eV: -9.78
Frontier orbital gap in Ha: 0.3932
LUMO energy in eV: 0.92

Last column: natural (NBO) charge in e.
Positions of all 13 atoms, in Å:
O (1.96, 0.74, 0.29)  -0.6985
C (0.85, 0.27, -0.44)  0.0900
C (0.21, -1.08, -0.05)  -0.4450
C (-1.16, -0.41, -0.23)  -0.0763
N (-1.28, 0.56, 0.84)  -0.5665
C (-0.52, 0.95, -0.33)  -0.1134
H (1.78, 0.58, 1.22)  0.4594
H (1.15, 0.28, -1.49)  0.1859
H (0.34, -1.28, 1.03)  0.1848
H (0.49, -1.95, -0.63)  0.2239
H (-2.04, -0.84, -0.69)  0.2147
H (-0.70, 0.27, 1.63)  0.3298
H (-0.80, 1.87, -0.83)  0.2110

***

[5]
DFT (the ωB97M-V functional and the def2-TZVPD basis) results for a single C4H7NO molecule.

Summary:
E_HOMO in eV: -7.48
Frontier orbital gap in Ha: 0.3012
LUMO energy in eV: 0.72

Last column: natural (NBO) charge in e.
Positions of all 13 atoms, in Å:
C (-1.19, -0.70, 0.27)  -0.0909
O (-0.01, -1.48, 0.43)  -0.5032
C (1.04, -0.87, -0.28)  0.1018
C (0.42, 1.18, 1.03)  -0.4215
N (0.69, 0.55, -0.36)  -0.4386
C (-0.69, 0.74, 0.14)  -0.1308
H (-1.81, -0.86, 1.17)  0.2116
H (-1.75, -1.00, -0.64)  0.1638
H (1.95, -0.99, 0.32)  0.2034
H (1.15, -1.28, -1.30)  0.1562
H (0.57, 2.26, 0.89)  0.1468
H (0.94, 1.05, -1.22)  0.4079
H (-1.31, 1.40, -0.47)  0.1934

***

[6]
DFT (the ωB97M-V functional and the def2-TZVPD basis) results for a molecular structure, C4H7NO.

Summary:
E_HOMO (spin up / spin down) in eV: -6.54 / -6.54
Frontier orbital gap (spin up / spin down) in Ha: 0.2507 / 0.2507
LUMO energy (spin up / spin down) in eV: 0.28 / 0.28

Last column: natural (NBO) charge in e.
Positions of all 13 atoms, in Å:
O (2.23, 0.41, 0.15)  -0.6162
C (0.99, 0.12, -0.21)  0.4176
C (0.27, -1.19, -0.02)  -0.4826
C (-1.07, -0.37, 0.00)  -0.0013
N (-1.43, -0.01, 1.29)  -0.9427
C (-0.19, 0.88, -0.41)  -0.3505
H (2.31, 1.36, 0.32)  0.4975
H (0.44, 0.54, -1.46)  0.2481
H (0.46, -1.56, 0.99)  0.2685
H (0.44, -1.97, -0.76)  0.2267
H (-1.80, -0.67, -0.77)  0.1658
H (-2.30, 0.52, 1.22)  0.3172
H (-0.35, 1.95, -0.35)  0.2518

***

[7]
DFT (the ωB97M-V functional and the def2-TZVPD basis) results for a single C4H7NO molecule.

Summary:
E_HOMO in eV: -7.24
Frontier orbital gap in Ha: 0.2956
LUMO energy in eV: 0.80

Last column: natural (NBO) charge in e.
Positions of all 13 atoms, in Å:
C (-1.58, -0.39, 0.29)  -0.6536
C (-0.27, -0.53, -0.46)  -0.2345
C (0.08, 0.58, -1.44)  -0.2415
N (0.71, 0.46, -0.16)  -0.3429
C (1.76, 0.47, 0.58)  0.4472
O (1.83, -0.48, 1.50)  -0.6435
H (-1.52, -0.82, 1.29)  0.2064
H (-2.35, -0.96, -0.24)  0.2215
H (-1.94, 0.65, 0.39)  0.1743
H (1.16, -1.14, 1.19)  0.4998
H (0.71, 0.37, -2.30)  0.1963
H (-0.52, 1.48, -1.53)  0.1852
H (2.59, 1.15, 0.48)  0.1853

***

[8]
DFT (the ωB97M-V functional and the def2-TZVPD basis) results for a molecular structure, C4H7NO.

Summary:
E_HOMO in eV: -9.06
Frontier orbital gap in Ha: 0.3460
LUMO energy in eV: 0.35

Last column: natural (NBO) charge in e.
Positions of all 13 atoms, in Å:
C (-1.21, -0.04, 0.31)  -0.0204
C (0.14, 0.80, 0.28)  -0.5227
C (1.11, 0.30, -0.57)  -0.1846
C (2.09, -0.74, -0.13)  -0.4639
H (-2.71, -1.28, -0.39)  0.4461
H (-1.05, -0.99, 1.01)  0.1791
H (-0.03, 2.00, 0.05)  0.2415
H (0.62, 0.93, 1.32)  0.2244
H (1.13, 0.82, -1.61)  0.2245
H (3.31, -0.49, -0.76)  0.2261
H (2.08, -1.31, 0.99)  0.2261
N (-2.28, 0.43, -0.17)  -0.0836
O (-3.21, -0.42, -0.32)  -0.4926

***

[9]
DFT (the ωB97M-V functional and the def2-TZVPD basis) results for a single C4H7NO molecule.

Summary:
E_HOMO in eV: -8.94
Frontier orbital gap in Ha: 0.3587
LUMO energy in eV: 0.82

Last column: natural (NBO) charge in e.
Positions of all 13 atoms, in Å:
C (-0.05, 1.19, 0.27)  -0.1096
O (-0.18, 0.86, -1.10)  -0.5405
C (-1.11, -0.18, -0.89)  -0.1892
C (0.22, -1.16, 0.51)  -0.0313
N (1.49, -0.82, -0.03)  -0.5840
C (0.80, 0.09, 0.92)  -0.1835
H (-1.12, 0.68, 0.52)  0.2328
H (0.38, 2.21, 0.38)  0.2043
H (-2.13, 0.30, -1.01)  0.2142
H (-1.04, -1.01, -1.55)  0.1868
H (0.13, -2.11, 1.06)  0.2149
H (1.36, -0.37, -0.95)  0.3705
H (1.26, 0.32, 1.87)  0.2147

***

[10]
DFT (the ωB97M-V functional and the def2-TZVPD basis) results for 2 unconnected molecules or ions with the total composition C4H7NO.

Summary:
E_HOMO in eV: -11.22
Frontier orbital gap in Ha: 0.4083
LUMO energy in eV: -0.11

Last column: natural (NBO) charge in e.
Positions of all 13 atoms, in Å:
C (0.84, 1.84, 0.88)  0.3880
C (1.63, -0.36, 0.05)  0.6820
C (-2.43, 1.25, -1.46)  -0.8590
C (1.89, -0.27, -1.46)  -0.7116
N (1.41, 0.87, 0.60)  -0.6127
O (1.59, -1.42, 0.66)  -0.4841
H (-1.59, 1.24, -2.14)  0.2089
H (-2.71, 0.28, -1.16)  0.2118
H (-2.22, 1.79, -0.52)  0.2193
H (1.62, -1.31, -1.91)  0.2481
H (2.99, -0.03, -1.63)  0.2531
H (1.19, 0.43, -1.94)  0.2374
H (-3.42, 1.64, -1.85)  0.2188

***

[11]
DFT (the ωB97M-V functional and the def2-TZVPD basis) results for a single C4H7NO molecule.

Summary:
E_HOMO in eV: -7.18
Frontier orbital gap in Ha: 0.2935
LUMO energy in eV: 0.80

Last column: natural (NBO) charge in e.
Positions of all 13 atoms, in Å:
O (-2.05, -1.70, -0.55)  -0.5428
C (-0.92, -1.42, -0.25)  0.5133
N (-0.47, -0.03, -0.18)  -0.4732
C (0.48, 0.23, 0.89)  -0.0305
C (0.69, 1.46, 1.32)  -0.3707
C (0.19, 0.19, -1.52)  -0.6634
H (-0.09, -2.13, -0.08)  0.1414
H (-1.30, 0.56, -0.09)  0.4272
H (1.05, -0.65, 1.20)  0.2153
H (0.14, 2.31, 0.92)  0.2177
H (1.45, 1.65, 2.07)  0.2215
H (1.22, -0.15, -1.45)  0.1664
H (-0.41, -0.32, -2.28)  0.1779

***

[12]
DFT (the ωB97M-V functional and the def2-TZVPD basis) results for a single C4H7NO molecule.

Summary:
E_HOMO in eV: -7.73
Frontier orbital gap in Ha: 0.3143
LUMO energy in eV: 0.82

Last column: natural (NBO) charge in e.
Positions of all 13 atoms, in Å:
N (0.19, -0.72, 2.03)  -0.6301
C (-0.20, -0.27, 0.94)  0.5928
C (-1.21, 0.75, 0.49)  -0.5253
C (-0.75, 0.42, -0.93)  -0.0504
C (1.72, -0.23, -1.07)  -0.5262
O (0.19, -0.57, -0.40)  -0.4184
H (0.92, -1.42, 1.96)  0.3729
H (-2.24, 0.49, 0.73)  0.2429
H (-0.97, 1.75, 0.83)  0.2490
H (-0.17, 1.18, -1.45)  0.2425
H (-1.45, -0.09, -1.60)  0.2003
H (2.27, -0.14, -0.11)  0.1183
H (1.92, -1.26, -1.42)  0.1317

***

Computed ΔE to the lowest compared entry with this formula, charge and spin, in the same sequence as the records: 24.0, 28.5, 96.2, 64.1, 103.8, 144.7, 105.0, 174.4, 150.9, 58.0, 108.4, 131.6 kcal per mole.
Computed largest force on an atom, in the same sequence as the records: 1.679, 0.478, 1.150, 0.477, 0.493, 0.467, 0.573, 8.601, 3.729, 3.779, 0.674, 0.625 eV/Å.